{
  "formula": "C5H31N2O9",
  "method": "ωB97M-V/def2-TZVPD",
  "relative_energy_ev": 1.8460,
  "e_tot_ha": -995.56505,
  "homo_ev": -12.72,
  "orbital_gap_ha": 0.3793,
  "lumo_ev": -2.403,
  "total_charge": 1,
  "species": ["N", "C", "C", "N", "C", "C", "C", "O", "H", "H", "H", "H", "H", "H", "H", "H", "H", "H", "H", "H", "H", "H", "H", "H", "H", "O", "H", "H", "O", "H", "H", "O", "H", "H", "O", "H", "H", "O", "H", "H", "O", "H", "H", "O", "H", "H", "O"],
  "xyz": [[2.269240, 0.744427, 0.591657], [1.430794, 1.603195, -0.277721], [1.593942, 1.382533, -1.803755], [1.333852, 0.015989, -2.221457], [-1.155141, -0.050616, -2.656021], [0.074520, -0.635644, -1.919569], [0.227834, -2.104328, -2.274550], [0.665290, -2.771736, -1.101171], [2.411514, -0.187797, 0.198047], [1.831111, 0.690543, 1.523900], [3.195941, 1.112135, 0.781568], [1.528544, 2.644666, -0.035006], [0.395801, 1.387599, -0.044875], [0.788856, 2.046855, -2.141873], [2.630732, 1.617805, -2.029074], [1.589471, -0.045154, -3.192418], [-1.320555, -0.634370, -3.568759], [-0.998293, 0.979855, -2.957824], [-2.079910, -0.245014, -2.116711], [-0.128594, -0.526061, -0.851778], [-0.665004, -2.562866, -2.673374], [0.971135, -2.222099, -3.065488], [0.597068, -3.727035, -1.136239], [-1.005160, 2.568259, 2.598472], [-1.569947, 2.617877, 1.127306], [-1.788126, 2.772054, 2.075237], [-2.293960, 1.181807, 2.353592], [-2.783083, -0.003602, 3.296399], [-2.281491, 0.192340, 2.502000], [-0.840077, -2.208270, 0.462865], [-1.405095, -1.322087, 1.665313], [-0.703019, -1.924903, 1.369351], [-2.620279, 1.638766, -0.794003], [-1.890925, 2.938869, -1.128934], [-1.786640, 2.121109, -0.622852], [-0.213092, 0.387150, 2.463453], [0.747247, 0.676250, 3.591176], [0.456508, 1.042401, 2.736937], [-4.637848, 0.143943, -0.038558], [-3.109535, 0.272691, 0.272640], [-3.752834, 0.189819, -0.444130], [2.331438, -1.537835, 1.583518], [0.838547, -1.361950, 2.036899], [1.764955, -1.147269, 2.256271], [2.657918, -1.306974, -1.143491], [2.133999, -2.163294, -0.092326], [2.954363, -1.636568, -0.283679]],
  "forces_ev_per_angstrom": [[0.033, 2.082, 0.189], [-0.519, -0.679, -0.749], [-0.874, -0.102, 1.961], [1.299, -0.061, 0.544], [0.295, -1.031, -0.762], [-1.128, 0.604, -0.701], [0.326, -0.307, 0.025], [-0.147, -0.192, 0.792], [0.114, -0.597, 0.028], [-0.259, -0.430, 0.041], [0.247, 0.259, -0.355], [0.504, 0.452, 0.116], [-0.152, -0.250, 0.249], [0.702, 0.461, -0.726], [-0.224, 0.424, -0.751], [-0.159, -0.305, -0.336], [0.277, 0.240, -0.229], [-0.313, 0.129, 0.271], [0.054, 0.508, 0.278], [0.281, -0.221, 0.049], [-0.582, 0.037, 0.204], [0.174, 0.135, -0.083], [-0.043, -0.226, -0.397], [0.389, 0.133, -0.107], [-0.091, 0.203, 0.505], [-0.275, -0.226, -0.394], [-0.071, -0.305, 0.344], [-0.123, 0.065, 0.093], [0.057, 0.076, -0.567], [-0.093, 0.022, -0.131], [-0.241, -0.190, -0.278], [0.070, 0.305, 0.513], [0.108, 0.110, -0.036], [0.092, -0.061, 0.116], [-0.203, 0.303, -0.261], [-0.028, 0.422, 0.154], [0.127, 0.262, -0.350], [-0.337, -0.064, 0.478], [0.617, 0.078, -0.113], [-0.472, -0.399, 0.456], [-0.166, 0.096, 0.011], [-0.100, -0.314, 0.433], [0.347, -0.565, -0.263], [0.220, -0.295, 0.585], [0.297, 0.224, -0.756], [0.880, -0.035, -0.393], [-0.909, -0.778, 0.299]],
  "lowdin_charge": [0.168, -0.138, -0.160, -0.048, -0.030, -0.364, -0.182, -0.079, 0.051, 0.092, 0.174, 0.132, 0.082, 0.114, 0.131, 0.129, 0.085, 0.072, 0.063, 0.120, 0.126, 0.133, 0.122, 0.032, 0.017, -0.055, 0.023, 0.078, -0.076, 0.037, 0.020, -0.038, 0.032, 0.090, -0.058, 0.026, 0.097, -0.061, 0.086, 0.014, -0.050, 0.022, 0.008, -0.074, 0.039, 0.060, -0.064]
}